[1]
A structure of composition C23H22Co2N3O6. Source: the OMol25 dataset; level of theory: wB97M-V/def2-TZVPD.

Results
Orbital gap = 0.1037 Eh
E = -116211.722 eV
Total charge = -1
Energy relative to the best compared isomer or geometry (same formula, charge and spin) = 3.855 eV
LUMO = 1.7 eV

Cartesian coordinates (Å):
1 C 0.248 2.041 -1.512
2 N -0.710 2.530 -0.542
3 C -1.180 3.891 -0.813
4 C -2.612 4.025 -0.391
5 C -2.741 3.647 1.051
6 N -2.021 2.422 1.368
7 C -2.438 1.954 2.683
8 C -1.679 0.742 3.103
9 C -1.448 -0.103 1.887
10 N -0.551 0.626 0.968
11 C -1.049 1.875 0.597
12 H 0.019 1.010 -1.808
13 H 0.151 2.669 -2.405
14 H 1.276 2.176 -1.155
15 H -0.543 4.626 -0.287
16 H -1.096 4.052 -1.890
17 H -2.930 5.064 -0.515
18 H -3.265 3.398 -1.011
19 H -2.368 4.456 1.703
20 H -3.800 3.498 1.304
21 H -2.331 2.771 3.410
22 H -3.511 1.721 2.625
23 H -0.730 1.030 3.562
24 H -2.255 0.173 3.834
25 H -1.003 -1.063 2.159
26 H -2.400 -0.304 1.372
27 O -0.589 -4.448 2.572
28 C -0.442 -4.409 1.429
29 Co -0.233 -4.361 -0.314
30 C 1.467 -4.862 -0.216
31 O 2.550 -5.254 -0.139
32 C -1.189 -5.827 -0.470
33 O -1.833 -6.768 -0.647
34 C -0.814 -2.428 -0.272
35 C -0.016 -1.340 -0.378
36 C 0.485 -0.265 0.482
37 C 1.941 0.211 0.068
38 C 2.873 0.523 1.058
39 C 4.238 0.584 0.745
40 C 4.656 0.435 -0.586
41 C 3.726 0.171 -1.585
42 C 2.381 0.035 -1.245
43 Co 0.154 -2.457 -1.787
44 C -0.186 -4.189 -2.351
45 O -0.338 -4.899 -3.272
46 C -0.192 -1.531 -3.254
47 O -0.373 -0.867 -4.185
48 C 1.890 -2.732 -2.115
49 O 3.006 -2.905 -2.363
50 H -1.877 -2.361 0.007
51 H 0.783 -0.807 1.406
52 H 2.540 0.678 2.092
53 H 4.969 0.741 1.543
54 H 5.717 0.492 -0.841
55 H 4.018 0.061 -2.634
56 H 1.656 -0.147 -2.045

=====

[2]
The molecule C23H22F2N2. Source: the OMol25 dataset; level of theory: wB97M-V/def2-TZVPD.

Results
Orbital gap = 0.3423 Eh
E = -32619.361 eV
SMILES string = N[C@@H](c1cc(F)cc(F)c1)[C@@H]1CCN1C(c1ccccc1)c1ccccc1
Energy relative to the best compared isomer or geometry (same formula, charge and spin) = 0.000 eV
LUMO = 0.7 eV

Cartesian coordinates (Å):
1 N -3.773 0.342 -0.063
2 C -2.400 0.489 0.388
3 C -2.298 0.323 1.888
4 C -1.174 0.792 2.490
5 C -0.931 0.371 3.771
6 F 0.150 0.863 4.421
7 C -1.802 -0.588 4.454
8 C -2.945 -1.037 3.819
9 F -3.944 -1.789 4.417
10 C -3.238 -0.462 2.588
11 C -1.568 -0.670 -0.272
12 C -1.598 -2.104 0.160
13 C -0.152 -2.101 0.159
14 N -0.124 -0.643 -0.185
15 C 0.723 -0.278 -1.456
16 C 0.577 1.149 -1.778
17 C 0.795 2.082 -0.734
18 C 0.711 3.518 -0.839
19 C 0.247 3.930 -2.039
20 C 0.073 3.067 -3.200
21 C 0.175 1.671 -3.009
22 C 2.235 -0.598 -1.253
23 C 2.824 -0.925 0.061
24 C 4.102 -1.481 0.193
25 C 4.786 -1.775 -0.924
26 C 4.302 -1.367 -2.166
27 C 3.110 -0.764 -2.367
28 H -4.156 -0.454 0.436
29 H -3.696 0.221 -1.058
30 H -2.154 1.466 0.041
31 H -0.521 1.557 2.104
32 H -1.403 -0.755 5.539
33 H -4.218 -0.707 2.085
34 H -1.868 -0.711 -1.337
35 H -2.093 -2.405 1.026
36 H -1.873 -2.821 -0.606
37 H 0.366 -2.205 1.198
38 H 0.325 -2.755 -0.641
39 H 0.446 -0.982 -2.153
40 H 1.103 1.585 0.174
41 H 0.890 4.199 -0.047
42 H 0.230 4.970 -2.266
43 H -0.222 3.474 -4.152
44 H 0.030 1.114 -3.896
45 H 2.266 -0.868 0.940
46 H 4.403 -1.728 1.175
47 H 5.720 -2.253 -0.924
48 H 4.983 -1.480 -2.941
49 H 2.580 -0.478 -3.221

=====

[3]
The ion C23H22FO8S with charge -1. Source: the OMol25 dataset; level of theory: wB97M-V/def2-TZVPD.

Results
Orbital gap = 0.2519 Eh
E = -54139.844 eV
Total charge = -1
SMILES string = CCOC(=O)[C@](F)([C@@H](C1=C([O-])OC(C)(C)OC1=O)c1ccccc1)S(=O)(=O)c1ccccc1
Energy relative to the best compared isomer or geometry (same formula, charge and spin) = 0.000 eV
LUMO = 2.3 eV

Cartesian coordinates (Å):
1 C -0.504 0.264 -4.338
2 C 0.414 0.891 -3.302
3 O -0.332 0.786 -2.063
4 C 0.285 1.357 -1.006
5 O 1.178 2.212 -0.989
6 C -0.346 0.864 0.291
7 F -0.516 1.908 1.226
8 C 0.576 -0.281 1.001
9 C 1.012 -1.543 0.378
10 C 1.720 -1.581 -0.845
11 O 2.320 -0.670 -1.437
12 O 1.661 -2.772 -1.581
13 C 1.872 -3.909 -0.714
14 C 3.266 -3.840 -0.087
15 C 1.693 -5.125 -1.626
16 O 0.845 -3.975 0.243
17 C 0.411 -2.794 0.829
18 O -0.500 -2.886 1.638
19 C 1.722 0.639 1.498
20 C 2.923 0.750 0.809
21 C 3.881 1.748 1.038
22 C 3.618 2.712 1.996
23 C 2.420 2.606 2.738
24 C 1.495 1.574 2.519
25 S -2.380 0.785 -0.187
26 O -2.565 1.630 -1.334
27 O -2.570 -0.648 -0.326
28 C -3.800 1.614 0.789
29 C -4.836 0.820 1.265
30 C -5.810 1.454 2.052
31 C -5.717 2.818 2.375
32 C -4.687 3.589 1.765
33 C -3.727 2.972 0.959
34 H -0.119 0.379 -5.364
35 H -0.539 -0.811 -4.109
36 H -1.525 0.661 -4.337
37 H 1.239 0.195 -3.153
38 H 0.772 1.919 -3.535
39 H -0.161 -0.653 1.737
40 H 3.301 -2.994 0.605
41 H 3.452 -4.743 0.510
42 H 4.028 -3.742 -0.876
43 H 0.660 -5.183 -1.974
44 H 2.328 -5.101 -2.510
45 H 1.907 -6.055 -1.103
46 H 3.135 0.000 0.090
47 H 4.798 1.669 0.474
48 H 4.374 3.478 2.205
49 H 2.209 3.365 3.529
50 H 0.627 1.479 3.200
51 H -4.878 -0.234 1.050
52 H -6.629 0.877 2.458
53 H -6.452 3.304 3.056
54 H -4.625 4.648 1.965
55 H -2.926 3.572 0.507

=====

[4]
A structure of composition C23H22GeO3S2Tl. Source: the OMol25 dataset; level of theory: wB97M-V/def2-TZVPD.

Results
Orbital gap = 0.2605 Eh
E = -113232.909 eV
Total charge = -1
LUMO = 2.5 eV

Cartesian coordinates (Å):
1 Tl 2.492 -2.488 -3.433
2 C -0.446 -4.287 1.106
3 O -1.311 -3.606 0.210
4 C -0.872 -3.239 -1.006
5 S -1.953 -2.413 -1.952
6 S 0.750 -3.640 -1.430
7 H -1.040 -4.428 2.007
8 H 0.439 -3.694 1.335
9 H -0.133 -5.249 0.696
10 O 0.234 0.914 -5.244
11 C 0.799 0.361 -4.313
12 O 1.563 -0.678 -4.427
13 C 0.659 0.915 -2.893
14 C -0.122 -0.042 -1.987
15 Ge -0.085 0.557 -0.141
16 C 1.796 0.580 0.382
17 C 2.462 -0.648 0.376
18 C 3.821 -0.728 0.645
19 C 4.541 0.426 0.926
20 C 3.898 1.654 0.924
21 C 2.537 1.728 0.649
22 C -0.905 2.327 -0.012
23 C -0.607 3.240 0.999
24 C -1.260 4.463 1.080
25 C -2.232 4.793 0.146
26 C -2.546 3.896 -0.864
27 C -1.885 2.678 -0.941
28 C -1.055 -0.617 1.075
29 C -2.391 -0.922 0.815
30 C -3.110 -1.753 1.658
31 C -2.506 -2.286 2.789
32 C -1.182 -1.985 3.068
33 C -0.462 -1.162 2.211
34 H 0.171 1.889 -2.947
35 H 1.667 1.065 -2.488
36 H 0.317 -1.042 -1.992
37 H -1.147 -0.173 -2.336
38 H 1.924 -1.561 0.135
39 H 4.315 -1.692 0.626
40 H 5.602 0.368 1.136
41 H 4.457 2.559 1.126
42 H 2.060 2.701 0.624
43 H 0.131 2.991 1.755
44 H -1.012 5.155 1.875
45 H -2.741 5.747 0.206
46 H -3.300 4.148 -1.599
47 H -2.129 2.001 -1.752
48 H -2.874 -0.534 -0.074
49 H -4.136 -2.002 1.422
50 H -3.064 -2.945 3.443
51 H -0.703 -2.402 3.946
52 H 0.575 -0.940 2.440

=====

[5]
A structure of composition C23H22KNO5S3Si. Source: the OMol25 dataset; level of theory: wB97M-V/def2-TZVPD.

Results
Orbital gap = 0.1576 Eh
E = -92642.106 eV
Total charge = -2
Energy relative to the best compared isomer or geometry (same formula, charge and spin) = 0.341 eV
LUMO = 4.1 eV

Cartesian coordinates (Å):
1 K 1.203 -0.994 -0.957
2 O 3.714 -1.878 -0.974
3 C 4.399 -1.793 0.024
4 C 3.946 -1.751 1.423
5 C 4.932 -1.527 2.366
6 C 4.619 -1.451 3.706
7 C 3.285 -1.596 4.149
8 C 2.292 -1.835 3.254
9 C 2.550 -1.947 1.822
10 O 1.652 -2.194 1.007
11 N 5.679 -1.226 4.672
12 O 5.378 -1.178 5.861
13 O 6.834 -1.135 4.275
14 H 5.505 -1.735 -0.081
15 H 5.961 -1.404 2.051
16 H 3.074 -1.514 5.206
17 H 1.263 -1.954 3.569
18 O 0.979 1.272 -1.259
19 C -0.167 1.967 -1.121
20 C -1.062 1.640 -2.344
21 C -2.339 1.935 -2.711
22 C -2.698 1.376 -3.976
23 C -1.670 0.676 -4.542
24 S -0.283 0.692 -3.548
25 C 0.123 3.483 -1.068
26 C 0.740 4.147 -0.048
27 C 1.032 5.504 -0.354
28 C 0.630 5.848 -1.615
29 S -0.161 4.544 -2.380
30 C -0.919 1.585 0.181
31 C -0.639 0.559 1.036
32 C -1.533 0.491 2.147
33 C -2.492 1.455 2.107
34 S -2.286 2.467 0.748
35 H -3.017 2.498 -2.083
36 H -3.682 1.465 -4.418
37 H -1.692 0.124 -5.468
38 H 0.996 3.649 0.878
39 H 1.531 6.186 0.321
40 H 0.732 6.804 -2.102
41 H 0.173 -0.141 0.911
42 H -1.479 -0.270 2.912
43 H -3.305 1.609 2.799
44 C -3.816 -1.105 -0.739
45 Si -2.367 -2.306 -1.261
46 C -2.945 -3.810 -0.140
47 C -3.183 -2.972 -2.910
48 H -4.784 -1.458 -1.127
49 H -3.658 -0.075 -1.081
50 H -3.884 -1.070 0.356
51 H -4.030 -3.991 -0.201
52 H -2.688 -3.626 0.911
53 H -2.430 -4.732 -0.440
54 H -4.240 -3.250 -2.770
55 H -2.639 -3.853 -3.277
56 H -3.133 -2.207 -3.696

=====

[6]
The molecule C23H22N2O5. Source: the OMol25 dataset; level of theory: wB97M-V/def2-TZVPD.

Results
Orbital gap = 0.3161 Eh
E = -37427.008 eV
SMILES string = COC(=O)COc1cccc2c(=O)n(CC(=O)N3CCCc4ccccc43)ccc12
Energy relative to the best compared isomer or geometry (same formula, charge and spin) = 0.139 eV
LUMO = 0.5 eV

Cartesian coordinates (Å):
1 C 4.015 0.864 -5.633
2 O 3.828 -0.431 -5.067
3 C 2.884 -0.529 -4.127
4 O 2.221 0.386 -3.729
5 C 2.767 -1.974 -3.645
6 O 2.034 -2.086 -2.459
7 C 2.523 -1.490 -1.329
8 C 3.763 -0.894 -1.220
9 C 4.176 -0.332 -0.012
10 C 3.358 -0.361 1.090
11 C 2.098 -0.962 1.002
12 C 1.239 -0.967 2.182
13 O 1.541 -0.453 3.251
14 N 0.007 -1.576 2.025
15 C -0.905 -1.611 3.152
16 C -2.255 -0.987 2.781
17 O -3.254 -1.678 2.725
18 N -2.255 0.326 2.474
19 C -1.146 1.262 2.527
20 C -0.712 1.709 1.121
21 C -1.848 1.538 0.098
22 C -3.203 1.645 0.732
23 C -4.265 2.335 0.173
24 C -5.511 2.308 0.779
25 C -5.706 1.585 1.943
26 C -4.650 0.903 2.526
27 C -3.407 0.941 1.919
28 C -0.399 -2.139 0.849
29 C 0.372 -2.134 -0.256
30 C 1.665 -1.533 -0.205
31 H 4.845 0.772 -6.329
32 H 3.110 1.182 -6.153
33 H 4.246 1.588 -4.850
34 H 2.199 -2.535 -4.394
35 H 3.768 -2.418 -3.566
36 H 4.432 -0.847 -2.065
37 H 5.150 0.129 0.045
38 H 3.656 0.070 2.033
39 H -0.424 -1.099 3.989
40 H -1.104 -2.650 3.436
41 H -0.303 0.847 3.075
42 H -1.507 2.133 3.086
43 H -0.413 2.757 1.172
44 H 0.156 1.137 0.789
45 H -1.771 0.539 -0.343
46 H -1.741 2.261 -0.711
47 H -4.119 2.886 -0.745
48 H -6.334 2.847 0.335
49 H -6.681 1.556 2.405
50 H -4.788 0.337 3.434
51 H -1.384 -2.581 0.866
52 H 0.032 -2.576 -1.176

=====

[7]
A structure of composition C23H22N2O6Re. Source: the OMol25 dataset; level of theory: wB97M-V/def2-TZVPD.

Results
Expectation value of S² = 0.758
Orbital gap (spin up / spin down) = 0.2500 / 0.2268 Eh
E = -41589.501 eV
Total charge = +2
Spin multiplicity = 2
LUMO (spin up / spin down) = -7.7 / -8.4 eV

Cartesian coordinates (Å):
1 Re -0.586 1.636 -1.250
2 O 2.388 2.825 -3.920
3 C 1.388 2.268 -3.324
4 O 1.103 2.456 -2.123
5 C 0.507 1.368 -4.081
6 C 0.571 0.996 -5.409
7 C -0.431 0.152 -5.891
8 C -1.449 -0.276 -5.050
9 C -1.441 0.160 -3.733
10 N -0.483 0.952 -3.274
11 C -2.464 -0.145 -2.663
12 O -3.398 -0.863 -2.790
13 O -2.145 0.518 -1.536
14 H 2.882 3.438 -3.344
15 H 1.368 1.354 -6.047
16 H -0.414 -0.159 -6.927
17 H -2.247 -0.924 -5.386
18 C 0.229 -2.215 4.341
19 C -0.237 -1.008 3.585
20 C 0.628 0.061 3.351
21 C 0.213 1.202 2.685
22 C 1.149 2.366 2.503
23 C -1.125 1.260 2.268
24 C -2.033 0.214 2.494
25 C -3.474 0.314 2.077
26 C -1.554 -0.918 3.141
27 C -1.635 2.470 1.606
28 O -2.397 3.307 1.850
29 O -1.004 2.580 0.195
30 H 1.307 -2.347 4.258
31 H -0.266 -3.121 3.994
32 H -0.004 -2.102 5.402
33 H 1.646 0.013 3.720
34 H 2.130 2.135 2.914
35 H 0.776 3.252 3.021
36 H 1.283 2.639 1.455
37 H -3.577 0.483 1.003
38 H -3.971 1.137 2.592
39 H -4.004 -0.604 2.320
40 H -2.239 -1.735 3.331
41 C 2.639 -3.396 0.872
42 C 1.906 -2.207 0.349
43 C 2.572 -1.097 -0.173
44 C 1.859 -0.023 -0.649
45 N 0.506 0.018 -0.630
46 C -0.149 -1.039 -0.090
47 C 0.513 -2.145 0.383
48 H 3.711 -3.318 0.707
49 H 2.272 -4.306 0.397
50 H 2.458 -3.499 1.944
51 H 3.652 -1.065 -0.204
52 H 2.362 0.850 -1.032
53 H -1.224 -0.960 -0.029
54 H -0.070 -2.956 0.799

=====

[8]
The molecule C23H22N3O4P. Source: the OMol25 dataset; level of theory: wB97M-V/def2-TZVPD.

Results
Orbital gap = 0.3193 Eh
E = -46159.901 eV
SMILES string = Cc1c(NP(=O)(Oc2ccccc2)Oc2ccccc2)c(=O)n(-c2ccccc2)n1C
LUMO = 0.7 eV

Cartesian coordinates (Å):
1 C -0.193 -3.674 0.184
2 C -0.596 -2.262 0.389
3 C 0.170 -1.172 0.647
4 N 1.567 -1.080 0.787
5 P 2.442 -1.267 -0.647
6 O 2.114 -2.457 -1.417
7 O 2.319 0.154 -1.427
8 C 1.103 0.654 -1.842
9 C 0.127 -0.157 -2.399
10 C -1.077 0.399 -2.793
11 C -1.306 1.755 -2.639
12 C -0.322 2.561 -2.092
13 C 0.883 2.016 -1.689
14 O 3.961 -1.219 -0.211
15 C 4.492 -0.145 0.486
16 C 5.031 0.928 -0.207
17 C 5.594 1.979 0.496
18 C 5.619 1.960 1.881
19 C 5.078 0.885 2.566
20 C 4.511 -0.170 1.873
21 C -0.691 -0.011 0.744
22 O -0.397 1.145 1.001
23 N -1.965 -0.503 0.516
24 C -3.160 0.181 0.766
25 C -3.274 1.510 0.372
26 C -4.445 2.198 0.625
27 C -5.509 1.571 1.254
28 C -5.389 0.251 1.653
29 C -4.218 -0.446 1.421
30 N -1.930 -1.891 0.371
31 C -2.824 -2.481 -0.604
32 H 0.848 -3.788 0.468
33 H -0.817 -4.339 0.779
34 H -0.282 -3.953 -0.865
35 H 1.796 -0.213 1.267
36 H 0.327 -1.211 -2.513
37 H -1.842 -0.231 -3.224
38 H -2.251 2.181 -2.942
39 H -0.496 3.619 -1.963
40 H 1.651 2.626 -1.242
41 H 4.995 0.927 -1.285
42 H 6.012 2.817 -0.041
43 H 6.057 2.782 2.425
44 H 5.093 0.867 3.646
45 H 4.083 -1.016 2.389
46 H -2.438 1.988 -0.111
47 H -4.531 3.231 0.323
48 H -6.424 2.112 1.441
49 H -6.208 -0.239 2.158
50 H -4.111 -1.465 1.763
51 H -2.938 -3.538 -0.376
52 H -2.439 -2.371 -1.623
53 H -3.796 -1.996 -0.539